[1]
Entry from OMol25: a 13-piece molecular cluster, C21H70N20O13 overall at a distorted geometry (the ωB97M-V functional and the def2-TZVPD basis).

Each line ends with the Löwdin charge.
Cartesian coordinates (Å):
1 O -1.260 -1.338 -2.262  -0.050
2 O -6.651 2.031 -0.100  -0.175
3 O 0.781 1.173 1.297  -0.058
4 O -0.792 3.566 -0.194  -0.068
5 O 2.891 -0.253 -3.897  -0.094
6 O 5.455 -0.578 -0.590  -0.033
7 O 3.550 -3.619 -2.426  -0.044
8 O 2.408 -2.536 1.697  0.003
9 O 0.068 -0.891 4.630  -0.013
10 O 2.103 0.669 5.816  -0.082
11 O -2.749 -2.708 0.146  -0.228
12 O -0.604 2.951 -4.703  0.000
13 O 3.774 3.287 1.310  -0.017
14 N -1.964 -0.143 5.385  0.166
15 N -0.695 5.693 0.728  0.169
16 N 0.189 4.192 -2.974  0.172
17 N 1.137 4.418 -4.997  0.147
18 N 5.387 -2.156 -2.211  0.143
19 N 3.681 -2.021 -0.721  0.187
20 N 1.058 -3.442 3.252  0.179
21 N 0.659 4.088 1.482  0.199
22 N 2.104 -4.831 1.816  0.163
23 N -3.484 -1.448 -2.289  0.184
24 N -2.441 -0.006 -3.736  0.203
25 N -1.278 -4.173 -2.071  0.038
26 N 5.637 2.234 0.454  0.154
27 N 0.803 -0.792 0.198  0.205
28 N -0.323 0.943 -0.695  0.218
29 N -3.264 2.671 1.254  0.045
30 N 1.603 -4.735 -1.967  0.189
31 N -1.037 0.758 3.540  0.192
32 N 3.782 1.044 0.907  0.172
33 N 1.591 -2.626 -2.883  0.224
34 C -2.325 -0.927 -2.750  -0.645
35 C -1.926 -4.685 -0.838  -0.374
36 C -1.070 -5.907 -0.459  -0.082
37 C 2.573 1.347 4.665  -0.330
38 C -1.827 -3.756 0.352  -0.190
39 C 2.304 -3.663 -2.425  -0.631
40 C 2.100 0.586 -3.073  -0.292
41 C -3.855 2.299 -1.076  -0.048
42 C -5.554 2.062 0.825  -0.207
43 C 0.177 3.785 -4.253  -0.697
44 C 2.034 2.763 4.612  -0.093
45 C -2.682 -1.678 1.105  -0.081
46 C -4.351 2.808 0.292  -0.419
47 C 2.933 1.775 -2.552  -0.054
48 C 0.456 0.499 0.295  -0.647
49 C -0.277 4.411 0.566  -0.613
50 C 4.380 2.267 0.993  -0.671
51 C 1.884 -3.531 2.186  -0.644
52 C -7.726 1.321 0.447  -0.137
53 C 4.837 -1.505 -1.135  -0.646
54 C -0.918 -0.160 4.523  -0.644
55 H -3.189 -2.098 1.986  0.095
56 H -4.396 -1.081 -2.493  0.110
57 H -3.067 1.672 1.268  0.049
58 H 2.771 -5.039 1.094  0.103
59 H 0.788 -4.307 3.678  0.096
60 H -0.424 0.280 -1.434  0.052
61 H 1.806 -0.039 -2.225  0.071
62 H -0.278 0.911 2.888  0.063
63 H -2.917 2.770 -1.374  0.057
64 H -7.496 0.295 0.752  0.087
65 H -5.875 2.376 1.822  0.125
66 H 0.590 -4.646 -1.833  0.041
67 H 6.030 -1.541 -2.686  0.098
68 H -0.705 1.874 -0.592  0.053
69 H 1.762 -0.157 5.449  0.041
70 H -8.466 1.184 -0.345  0.086
71 H -4.559 3.881 0.266  0.141
72 H 2.697 3.321 3.945  0.059
73 H 6.098 3.087 0.197  0.094
74 H 0.717 4.974 -2.630  0.103
75 H 4.811 -2.798 -2.742  0.038
76 H -2.417 3.109 0.900  0.035
77 H -1.715 -4.743 -2.788  0.098
78 H 3.056 2.462 -3.391  0.064
79 H 0.884 -2.535 3.673  0.075
80 H -8.221 1.890 1.238  0.090
81 H 1.035 3.151 1.362  0.071
82 H 2.364 0.867 3.703  0.096
83 H 3.298 -1.722 0.164  0.058
84 H -0.156 -5.736 0.116  0.055
85 H -2.136 -4.246 1.285  0.136
86 H -1.623 -6.566 0.218  0.080
87 H -0.786 -3.458 0.518  0.124
88 H -0.462 3.854 -2.282  0.068
89 H 1.008 2.896 4.268  0.052
90 H -3.583 1.241 -1.067  0.058
91 H 2.789 1.015 1.085  0.049
92 H -4.594 2.581 -1.828  0.079
93 H 1.614 -5.573 2.273  0.090
94 H 6.061 1.355 0.216  0.065
95 H -3.324 0.138 -4.189  0.110
96 H 3.667 1.393 4.694  0.109
97 H 1.213 0.983 -3.566  0.103
98 H 2.190 -1.871 -3.196  0.072
99 H 1.344 -1.089 0.999  0.071
100 H -1.694 -1.359 1.435  0.079
101 H 0.608 -2.509 -2.713  0.067
102 H -2.722 0.452 5.105  0.093
103 H -1.490 6.118 0.286  0.109
104 H -2.115 -0.813 6.116  0.106
105 H -0.716 -6.495 -1.308  0.079
106 H 1.138 4.762 2.046  0.106
107 H 0.473 -1.328 -0.587  0.078
108 H 4.257 0.225 0.508  0.050
109 H 1.888 4.910 -4.552  0.091
110 H 1.219 4.178 -5.969  0.102
111 H 3.216 -2.713 -1.286  0.012
112 H 3.800 -0.417 -3.638  0.075
113 H 2.419 2.320 -1.760  0.066
114 H -1.579 0.242 -4.198  0.107
115 H -3.248 -1.998 -1.466  0.068
116 H -5.220 1.034 1.035  0.112
117 H -3.305 -0.847 0.772  0.074
118 H 2.122 3.189 5.613  0.072
119 H -1.565 -3.209 -2.258  0.034
120 H 3.874 1.378 -2.171  0.067
121 H -2.940 -4.955 -1.141  0.144
122 H -1.880 1.276 3.363  0.087
123 H 2.183 -5.464 -1.593  0.105
124 H -0.213 6.174 1.460  0.096

electronic energy	-2915.724536	hartree
ΔE to the lowest compared entry with this formula, charge and spin	0.000	eV
HOMO level	-8.4	eV


[2]
Entry from OMol25: a 2-piece molecular cluster, C3H7N2O overall at a distorted geometry (the ωB97M-V functional and the def2-TZVPD basis).

Each line ends with the Löwdin charge.
Cartesian coordinates (Å):
1 O -1.845 -1.631 0.698  -0.050
2 N -0.380 1.035 0.146  0.112
3 N 1.268 -0.306 0.145  0.116
4 C 0.277 1.239 -1.067  0.004
5 C 0.235 0.120 0.868  -0.086
6 C 1.227 0.258 -1.113  -0.024
7 H 1.962 -0.979 0.433  0.182
8 H -1.246 1.397 0.521  0.185
9 H 0.194 2.212 -1.520  0.139
10 H -2.716 -1.816 1.062  0.059
11 H 0.058 -0.244 1.860  0.161
12 H 1.534 -0.279 -1.998  0.142
13 H -1.622 -2.419 0.187  0.059

electronic energy	-303.008632	hartree
ΔE to the lowest compared entry with this formula, charge and spin	0.854	eV
HOMO level	-14.4	eV
charge	+1


[3]
Entry from OMol25: a 2-piece molecular cluster, C4H6IO2 overall at a distorted geometry (the ωB97M-V functional and the def2-TZVPD basis).

Each line ends with the Löwdin charge.
Cartesian coordinates (Å):
1 I 2.831 -0.425 -0.287  0.541
2 O -0.064 2.938 0.162  -0.007
3 O 2.251 2.837 0.101  -0.001
4 C 0.867 0.535 0.322  -0.786
5 C 1.093 2.577 0.048  -0.622
6 C -0.167 -0.253 -0.294  -0.260
7 C 0.902 0.560 1.814  -0.270
8 H -0.355 -0.270 -1.323  0.038
9 H 0.052 1.181 2.178  0.074
10 H -1.042 0.113 0.292  0.093
11 H 1.800 1.040 2.208  0.048
12 H 0.762 -0.460 2.427  0.098
13 H 0.027 -1.358 -0.201  0.055

electronic energy	-604.207282	hartree
ΔE to the lowest compared entry with this formula, charge and spin	2.380	eV
HOMO level	-3.3	eV
charge	-1


[4]
Entry from OMol25: a 2-piece molecular cluster, C3H7N2OS overall at a distorted geometry (the ωB97M-V functional and the def2-TZVPD basis).

Each line ends with the Löwdin charge.
Cartesian coordinates (Å):
1 S 0.383 -3.037 1.157  1.139
2 O -1.084 -2.030 1.223  -0.171
3 N -1.175 -0.559 -1.474  0.012
4 N 0.472 -0.227 1.489  0.200
5 C 0.027 -1.370 1.195  -0.703
6 C 0.825 1.427 -0.142  -0.024
7 C 0.811 0.972 1.247  -0.022
8 H 1.890 1.738 -0.354  0.132
9 H -2.066 -1.122 -1.664  0.083
10 H 0.625 0.522 -0.793  0.078
11 H -0.663 -0.588 -2.297  -0.010
12 H -1.402 0.464 -1.278  0.058
13 H 1.130 1.532 2.063  0.133
14 H 0.226 2.278 -0.373  0.095

electronic energy	-701.067210	hartree
ΔE to the lowest compared entry with this formula, charge and spin	4.287	eV
HOMO level	-14.2	eV
charge	+1


Which of these has the highest HOMO level?
C4H6IO2